Formula: C25H22N6O3S
Source: the Open Molecules 2025 dataset
Level of theory: ωB97M-V/def2-TZVPD

SMILES string   CC(=O)Nc1ccc(Nc2nc3c(S(=O)(=O)c4ccc(C)c(C)c4)nnn3c3ccccc23)cc1
DFT total energy   -1918.335300 Eh
HOMO energy   -7.95 eV
Orbital gap   7.62 eV
Max |F|   1.855 eV/A

Element x y z (Å)
C (-7.304, -0.538, 0.863)
C (-5.797, -0.436, 0.997)
O (-5.237, 0.504, 1.506)
N (-5.161, -1.527, 0.469)
C (-3.792, -1.798, 0.406)
C (-3.380, -2.900, -0.342)
C (-2.042, -3.213, -0.446)
C (-1.078, -2.435, 0.197)
N (0.255, -2.821, 0.031)
C (1.386, -2.158, 0.357)
N (1.291, -0.977, 0.911)
C (2.404, -0.324, 1.220)
C (2.652, 0.909, 1.818)
S (1.373, 2.007, 2.386)
O (0.339, 1.181, 2.951)
O (1.939, 3.046, 3.198)
C (0.810, 2.687, 0.830)
C (-0.365, 2.250, 0.258)
C (-0.729, 2.759, -0.977)
C (0.068, 3.688, -1.634)
C (-0.349, 4.226, -2.969)
C (1.261, 4.123, -1.040)
C (2.136, 5.128, -1.721)
C (1.621, 3.607, 0.197)
N (3.981, 1.095, 1.838)
N (4.586, 0.092, 1.327)
N (3.665, -0.802, 0.939)
C (3.843, -2.035, 0.368)
C (5.118, -2.535, 0.111)
C (5.252, -3.784, -0.448)
C (4.121, -4.538, -0.749)
C (2.859, -4.045, -0.498)
C (2.680, -2.775, 0.063)
C (-1.489, -1.350, 0.968)
C (-2.831, -1.035, 1.065)
H (-7.587, -0.594, -0.186)
H (-7.760, 0.341, 1.308)
H (-7.668, -1.427, 1.374)
H (-5.746, -2.223, 0.029)
H (-4.113, -3.515, -0.846)
H (-1.740, -4.069, -1.034)
H (0.371, -3.695, -0.462)
H (-0.976, 1.534, 0.782)
H (-1.650, 2.429, -1.436)
H (-0.475, 5.307, -2.921)
H (0.409, 4.016, -3.722)
H (-1.289, 3.782, -3.287)
H (2.460, 4.761, -2.695)
H (1.594, 6.059, -1.883)
H (3.014, 5.339, -1.118)
H (2.528, 3.920, 0.691)
H (5.968, -1.922, 0.367)
H (6.234, -4.184, -0.650)
H (4.233, -5.521, -1.181)
H (2.008, -4.666, -0.739)
H (-0.763, -0.759, 1.500)
H (-3.138, -0.191, 1.660)